Version P
Molecular formula: C5H14NO
Method: DFT, ωB97M-V/def2-TZVPD

Computed properties:
E_HOMO ... -13.68 eV
Net charge ... +1
Lowest unoccupied orbital energy ... -4.7 eV
Orbital gap ... 9.008 eV

```
21
C5H14NO | the Open Molecules 2025 dataset | ωB97M-V/def2-TZVPD
C 1.2598 -2.1116 0.7621
C -1.7455 -0.4575 0.9555
C 0.1459 1.0076 1.4125
C -1.0026 1.0034 -0.7704
C 1.0790 -1.2675 -0.4860
N -0.6062 0.2316 0.3648
O 1.9296 -0.4314 -1.0042
H 1.1093 -3.1536 0.4042
H 0.5110 -1.8320 1.5205
H 2.2080 -1.9735 1.2298
H -2.5163 0.3296 1.1144
H -2.1412 -1.0516 0.2390
H -1.4884 -1.1698 1.7128
H 0.5503 0.2226 2.1289
H 0.9382 1.5587 0.8920
H -0.5220 1.7393 1.8979
H -1.4900 0.4661 -1.6170
H -1.8174 1.7904 -0.6483
H -0.1449 1.6183 -1.2618
H 0.3925 -1.7016 -1.1756
H 2.7436 -0.5299 -0.5393
```


Version Q
Molecular formula: C5H14NO
Method: DFT, ωB97M-V/def2-TZVPD

Computed properties:
E_HOMO ... -12.44 eV
Net charge ... +1
Lowest unoccupied orbital energy ... -3.2 eV
Orbital gap ... 9.232 eV

```
21
C5H14NO | the Open Molecules 2025 dataset | ωB97M-V/def2-TZVPD
C 1.0961 -0.6327 1.0966
C 1.7184 0.1992 -0.0089
C 0.9958 0.0459 -1.3519
C 0.1379 -0.9295 -1.7177
C -1.0583 -0.5486 -2.6059
N -0.4064 -0.2104 1.1713
H 1.5115 -0.4549 2.1255
H 1.0083 -1.6639 1.0270
H 2.7501 -0.1983 -0.1935
H 1.8383 1.2868 0.2810
H 0.8878 0.9483 -2.0013
H 0.4041 -1.9769 -1.8180
H -1.3632 -1.4980 -3.0585
H -0.8393 0.2894 -3.2435
H -1.9249 -0.1683 -2.0705
H -0.8920 -0.0527 0.2389
H -0.5753 0.7017 1.6879
H -0.9983 -1.0259 1.6440
H -1.8162 1.6313 3.5613
H -1.0984 2.5718 2.5442
O -1.3764 1.6856 2.6920
```


Version R
Molecular formula: C5H14NO
Method: DFT, ωB97M-V/def2-TZVPD

Computed properties:
E_HOMO ... -12.27 eV
Net charge ... +1
Lowest unoccupied orbital energy ... -3.2 eV
Orbital gap ... 9.031 eV

```
21
C5H14NO | the Open Molecules 2025 dataset | ωB97M-V/def2-TZVPD
C 0.7413 0.1923 1.8956
C -0.2392 -0.7283 1.0471
C -0.8555 0.0338 -0.1106
C -2.1182 -0.1415 -0.6003
C -2.4072 -0.0911 -2.0546
N 1.2451 1.3166 1.0050
H 1.5843 -0.3794 2.2041
H 0.1948 0.7258 2.7588
H -0.8934 -1.4217 1.6649
H 0.3373 -1.6001 0.6607
H -0.0126 0.5410 -0.6708
H -2.9719 -0.1273 0.1318
H -3.4234 -0.3191 -2.2380
H -1.7252 -0.7379 -2.6282
H -2.1178 0.9111 -2.3732
H 0.6023 1.5794 0.3601
H 2.0201 1.0510 0.3304
H 1.6191 1.9844 1.6000
H 3.1198 -1.1419 -0.3267
H 2.8198 -0.9151 -1.7624
O 2.4807 -0.7322 -0.8938
```


Version S
Molecular formula: C5H14NO
Method: DFT, ωB97M-V/def2-TZVPD

Computed properties:
E_HOMO ... -13.66 eV
Net charge ... +1
Lowest unoccupied orbital energy ... -3.2 eV
Orbital gap ... 10.494 eV

```
21
C5H14NO | the Open Molecules 2025 dataset | ωB97M-V/def2-TZVPD
C 1.1917 -1.3003 1.5846
C 0.2556 -0.9620 0.4391
C 1.2025 -0.5869 -0.7799
C 0.6607 0.6246 -1.5470
C 1.3235 1.6770 -1.8898
N -0.5850 0.2265 1.0209
H 2.1532 -0.6789 1.8198
H 0.7729 -1.2944 2.5631
H 1.4787 -2.3379 1.4871
H -0.4211 -1.7924 0.2423
H 1.2003 -1.4118 -1.5543
H 2.2053 -0.4476 -0.4833
H -0.3982 0.5827 -1.8084
H 0.8568 2.5414 -2.4194
H 2.4697 1.7146 -1.7570
H -1.5724 0.3171 0.5434
H -0.0513 1.1006 0.9284
H -0.8552 0.0365 1.9548
H -3.4711 -0.3622 -0.0453
H -3.5427 1.0638 0.2595
O -3.0667 0.3335 0.5351
```


version S has the most favorable energy; the next structure is 15.8 kcal/mol above.


Version P
Molecular formula: C4H4N2O3
Method: DFT, ωB97M-V/def2-TZVPD

Computed properties:
Structure (SMILES) ... O=C(O)[C@H]1N=CNC1=O
E_HOMO ... -10.00 eV
Net charge ... 0
Lowest unoccupied orbital energy ... 0.5 eV
Orbital gap ... 10.478 eV

```
13
C4H4N2O3 | the Open Molecules 2025 dataset | ωB97M-V/def2-TZVPD
O 1.6772 -1.7772 1.0054
C 0.9587 -0.9036 1.4638
O 0.4646 -0.2844 2.6767
C -0.1266 -0.4936 0.2872
N -0.4292 0.9113 0.5052
C -0.4661 1.4910 -0.5526
N -0.3495 0.5771 -1.7912
C -0.1684 -0.6424 -1.2775
O -0.0861 -1.6200 -2.0013
H -0.1472 0.3733 2.3060
H -0.8858 -1.1372 0.7388
H -0.2272 2.6513 -0.6705
H -0.2146 0.8543 -2.6899
```


Version Q
Molecular formula: C4H4N2O3
Method: DFT, ωB97M-V/def2-TZVPD

Computed properties:
Structure (SMILES) ... CNC(=C=O)C(=O)N=O
E_HOMO (spin up / spin down) ... -8.47 / -8.47 eV
Net charge ... 0
Lowest unoccupied orbital energy (spin up / spin down) ... -1.5 / -1.5 eV
Orbital gap (spin up / spin down) ... 7.017 / 7.019 eV

```
13
C4H4N2O3 | the Open Molecules 2025 dataset | ωB97M-V/def2-TZVPD
C 2.0637 0.1791 -0.1107
N 0.8295 -0.5366 -0.0276
C -0.4178 -0.0565 -0.2016
C -0.7649 1.2616 -0.1033
O -0.7766 2.4264 -0.2740
C -1.5999 -0.9113 -0.0350
O -1.6903 -2.1041 -0.1554
N -2.5163 0.1539 0.1849
O -3.3908 0.1267 1.0559
H 2.4643 0.4796 -1.1410
H 2.0237 1.0273 0.5819
H 2.9398 -0.4371 0.4697
H 0.8356 -1.6089 -0.2437
```


version P has the most favorable energy; the next structure is 61.5 kcal/mol above.


Version P
Molecular formula: C4H3Br
Method: DFT, ωB97M-V/def2-TZVPD

Computed properties:
E_HOMO ... -10.43 eV
Net charge ... 0
Lowest unoccupied orbital energy ... -1.0 eV
Orbital gap ... 9.480 eV

```
8
C4H3Br | the Open Molecules 2025 dataset | ωB97M-V/def2-TZVPD
C 1.5468 -1.1431 0.0698
C 0.2733 -1.3813 0.1130
C -1.9712 1.5464 0.1319
C -1.1538 0.6391 0.0797
Br 2.7616 0.3274 0.0339
H 1.7160 -2.1660 -0.2538
H -2.7763 2.2457 0.0097
H -0.3964 -0.0682 -0.1844
```


Version Q
Molecular formula: C4H3Br
Method: DFT, ωB97M-V/def2-TZVPD

Computed properties:
E_HOMO ... -9.06 eV
Net charge ... 0
Lowest unoccupied orbital energy ... -1.3 eV
Orbital gap ... 7.744 eV

```
8
C4H3Br | the Open Molecules 2025 dataset | ωB97M-V/def2-TZVPD
C 0.3822 0.1386 -0.0210
C 1.5010 1.5119 -0.4596
C 0.0632 -1.2633 0.2367
C -0.8979 -0.0343 0.1059
Br 0.4062 2.9580 -0.7097
H -0.0104 -1.8439 -0.6579
H 0.3596 -1.9337 1.1213
H -1.8039 0.4667 0.3843
```


version Q has the most favorable energy; the next structure is 3.3 kcal/mol above.


Version P
Molecular formula: C3H7IN2
Method: DFT, ωB97M-V/def2-TZVPD

Computed properties:
E_HOMO (spin up / spin down) ... -7.69 / -7.69 eV
Net charge ... 0
Lowest unoccupied orbital energy (spin up / spin down) ... -2.2 / -2.2 eV
Orbital gap (spin up / spin down) ... 5.479 / 5.480 eV

```
13
C3H7IN2 | the Open Molecules 2025 dataset | ωB97M-V/def2-TZVPD
C -0.8224 -2.6081 0.4388
C 0.5226 0.9437 0.3695
C 0.2753 0.8882 -1.1416
N -0.0493 -2.1268 -0.3437
N -1.0979 0.4917 -1.4311
I -2.5869 0.2480 -0.1154
H -0.7929 -3.5861 0.8237
H -1.7745 -2.0559 0.7160
H -0.2019 1.4690 0.9224
H 0.3379 -0.1403 0.5846
H 1.5534 1.4285 0.5368
H 0.3376 1.9768 -1.4893
H 0.6942 0.0856 -1.8005
```


Version Q
Molecular formula: C3H7IN2
Method: DFT, ωB97M-V/def2-TZVPD

Computed properties:
E_HOMO ... -8.04 eV
Net charge ... 0
Lowest unoccupied orbital energy ... 0.3 eV
Orbital gap ... 8.354 eV

```
13
C3H7IN2 | the Open Molecules 2025 dataset | ωB97M-V/def2-TZVPD
C 1.1304 1.9869 -0.4921
C -1.0807 -2.4412 -0.4922
C 1.2513 1.7951 0.7950
N -0.4221 -1.5839 0.2403
N -0.6972 -0.3959 0.5603
I -2.4126 0.4005 -0.1343
H 0.9956 3.0052 -0.9437
H 1.2441 1.1432 -1.0919
H -0.7801 -3.3955 -0.8096
H -1.9867 -2.0750 -1.0988
H 1.1870 2.7178 1.5194
H 1.1725 0.8801 1.4039
H 0.3984 -2.0373 0.5438
```


version Q has the most favorable energy; the next structure is 48.4 kcal/mol above.


Version P
Molecular formula: C8H16N3P
Method: DFT, ωB97M-V/def2-TZVPD

Computed properties:
Structure (SMILES) ... C=P(C)(C)N(C)c1nccn1C
E_HOMO ... -6.76 eV
Net charge ... 0
Lowest unoccupied orbital energy ... 0.6 eV
Orbital gap ... 7.388 eV

```
28
C8H16N3P | the Open Molecules 2025 dataset | ωB97M-V/def2-TZVPD
C 0.5190 -1.5808 -2.3059
P 0.0903 -0.1066 -1.5649
C 1.2151 1.3232 -1.8412
C -1.5667 0.2464 -2.3529
N -0.3549 0.2372 0.1045
C -1.6640 0.4262 0.7061
C 0.7187 -0.1494 0.8392
N 1.8647 -0.5818 0.2686
C 2.7272 -0.8894 1.2606
C 2.0769 -0.6696 2.4841
N 0.8416 -0.1278 2.1474
C 0.1142 0.5078 3.2803
H 1.4847 -2.0040 -2.3398
H -0.2981 -2.0574 -2.6819
H 2.1738 0.9919 -1.4742
H 1.3678 1.7446 -2.7874
H 0.7406 2.0665 -1.1085
H -2.0509 1.1385 -2.0874
H -1.2740 0.3595 -3.3584
H -2.2934 -0.5418 -2.2494
H -1.6771 -0.0941 1.7001
H -2.2510 -0.1273 -0.0341
H -1.7978 1.4977 0.7565
H 3.6387 -1.4659 1.0027
H 2.4186 -0.8432 3.5149
H 0.9302 0.8293 4.0039
H -0.4527 1.3575 2.9034
H -0.6465 -0.1500 3.7835
```


Version Q
Molecular formula: C8H16N3P
Method: DFT, ωB97M-V/def2-TZVPD

Computed properties:
Structure (SMILES) ... Cn1ccnc1P(N)C(C)(C)C
E_HOMO ... -8.65 eV
Net charge ... 0
Lowest unoccupied orbital energy ... 0.8 eV
Orbital gap ... 9.460 eV

```
28
C8H16N3P | the Open Molecules 2025 dataset | ωB97M-V/def2-TZVPD
C 2.0594 -1.6091 -1.4065
N 2.1360 -0.5432 -0.4883
C 3.1955 -0.2229 0.3219
C 2.7926 0.8639 1.1022
N 1.4827 1.1667 0.7800
C 1.1201 0.2910 -0.1476
P -0.4411 0.2937 -1.1343
N -0.7820 2.2391 -1.1094
C -1.6089 -0.0598 0.3186
C -1.5703 0.7943 1.5667
C -2.8949 0.0356 -0.4433
C -1.1659 -1.4508 0.5618
H 1.2628 -1.4661 -2.1436
H 3.0656 -1.5708 -1.9898
H 1.9135 -2.5652 -0.9249
H 4.1690 -0.6890 0.3923
H 3.5249 1.4705 1.6381
H -0.7962 2.6770 -2.0471
H -0.2301 2.7011 -0.4021
H -0.5278 1.2661 1.7355
H -2.3625 1.5339 1.5794
H -1.6669 0.0801 2.3978
H -2.8661 -0.6203 -1.4277
H -3.0557 1.1919 -0.7804
H -3.7913 -0.4150 0.0248
H -1.9753 -2.0810 0.8458
H -0.5185 -1.8347 -0.2609
H -0.4688 -1.4768 1.4406
```


version Q has the most favorable energy; the next structure is 27.1 kcal/mol above.